Density functional theory data (the ωB97M-V functional and the def2-TZVPD basis) for a structure of composition C15H30BeNO18 at a distorted geometry.

The geometry in XYZ format:
```
65
Properties=species:S:1:pos:R:3
Be 2.22278 3.47564 -2.59178
N 1.03459 0.72106 -1.54951
O 0.73626 -0.45644 -1.32421
O 2.11070 1.20392 -1.32896
O 0.17397 1.56612 -1.76601
C 0.15561 -0.71660 1.76885
O 0.01333 -1.19686 3.12281
C -0.43554 -0.39595 4.09765
O -0.89595 0.74141 3.99889
O -0.31906 -1.04461 5.20864
C -0.57286 -0.39260 6.43002
H 0.83848 -1.34619 1.19842
H 0.56492 0.29267 1.81286
H -0.77267 -0.63406 1.20354
H -1.64204 -0.39250 6.64205
H -0.19163 0.62670 6.36862
H 0.01344 -0.86994 7.21519
C 5.92228 2.74377 -4.93636
O 5.60541 1.40505 -5.10338
C 4.57116 0.86949 -4.36396
O 3.88921 1.52697 -3.55016
O 4.34303 -0.39200 -4.70459
C 3.09657 -1.07341 -4.23437
H 5.27305 3.45115 -5.45231
H 6.90205 2.91600 -5.38190
H 5.90977 3.08182 -3.90019
H 3.02917 -1.35091 -3.18245
H 2.99737 -1.89938 -4.93867
H 2.21324 -0.48132 -4.47368
C -3.14185 0.34883 -0.34628
O -4.51196 0.59708 -0.16112
C -4.91823 1.82112 0.24775
O -4.27179 2.87937 0.25533
O -6.19118 1.71588 0.58430
C -6.92377 2.84260 0.99818
H -2.65428 1.15983 -0.88725
H -2.87809 -0.52351 -0.94426
H -2.60502 0.28821 0.60041
H -6.37306 3.55946 1.60724
H -7.67686 2.46418 1.68936
H -7.44674 3.35476 0.19053
C 2.41917 2.64807 1.92946
O 1.04033 2.77565 1.64965
C 0.60384 3.54433 0.66387
O 1.34389 3.97193 -0.25284
O -0.65030 3.86339 0.91404
C -1.45559 3.39232 2.06928
H 2.85884 3.64441 1.97544
H 3.04980 2.24497 1.13706
H 2.63067 2.03280 2.80399
H -1.41194 2.30331 2.05312
H -2.50068 3.68486 1.96776
H -1.00846 3.73502 3.00240
C 0.51347 -3.77816 -1.50632
O 0.24170 -5.14618 -1.67532
C -0.34996 -5.85959 -0.70948
O -0.66965 -5.46397 0.41057
O -0.72896 -7.08728 -1.25719
C -1.25012 -8.02170 -0.37951
H 0.31228 -3.25902 -2.44340
H 1.59129 -3.67243 -1.38290
H 0.21218 -3.23722 -0.60926
H -0.45844 -8.27333 0.32620
H -1.43564 -8.90079 -0.99667
H -2.09155 -7.62818 0.19081
```

Results
Orbital gap in eV: 3.2
Total charge: +1
Lowest unoccupied orbital energy in eV: -9.072
Energy in eV: -54770.107
HOMO energy in eV: -12.301
ΔE to the lowest compared entry with this formula, charge and spin in kJ/mol: 245.9

***

Density functional theory data (the ωB97M-V functional and the def2-TZVPD basis) for a cluster of 2 separate species, C7H13N2S in total at a distorted geometry.

The geometry in XYZ format:
```
23
Properties=species:S:1:pos:R:3
C -0.01824 -0.99324 1.93082
C 0.34550 0.26243 1.99033
C 0.28738 -1.42009 -2.23234
C -0.44355 2.72080 1.67149
C -0.82216 2.19367 3.00181
C 0.48174 1.64987 2.41930
C -0.64823 -1.70278 -3.31415
N 1.32023 -2.23056 -2.10463
N 0.07418 -0.31518 -1.51369
S 1.37067 0.17112 -0.43521
H 0.16619 -1.60849 1.02306
H -0.29555 -1.60687 2.75038
H -0.99964 2.47134 0.80227
H -0.00839 3.77323 1.60788
H -0.66355 2.82845 3.86602
H -1.76386 1.58160 3.04841
H 1.43984 2.00265 2.62136
H -0.87523 -2.71636 -3.39556
H -0.17615 -1.40984 -4.24717
H -1.66350 -1.17191 -3.39462
H 1.41640 -2.85004 -2.83930
H 2.08376 -2.03676 -1.30649
H -0.60784 0.40698 -1.94994
```

Results
Orbital gap (spin up / spin down) in eV: 7.6 / 7.6
Total charge: +1
Lowest unoccupied orbital energy (spin up / spin down) in eV: -4.103 / -4.102
Energy in eV: -21274.801
HOMO energy (spin up / spin down) in eV: -11.693 / -11.693
ΔE to the lowest compared entry with this formula, charge and spin in kJ/mol: 467.6

***

Density functional theory data (the ωB97M-V functional and the def2-TZVPD basis) for a structure of composition C22H25BO5Zn at a distorted geometry.

The geometry in XYZ format:
```
54
Properties=species:S:1:pos:R:3
C 6.51578 -1.42488 2.36819
C 5.67778 -0.72640 1.19046
C 4.56303 -1.70373 0.61212
C 3.28993 -0.83259 0.17293
C 3.48307 -0.45788 -1.36251
C 2.26084 0.40407 -1.92087
C 2.29472 1.85387 -1.29448
C 0.85646 2.52409 -1.10940
C -0.15649 1.62640 -0.35763
C 0.24662 0.98427 0.91114
C -0.80542 0.15781 1.59073
C -2.20665 -0.03246 1.00015
C -2.61097 0.58438 -0.27454
C -1.57398 1.43518 -0.93355
O -1.85170 2.08987 -2.11270
B -2.47783 3.33370 -1.69044
O -3.08297 4.16770 -2.62132
O -2.51976 3.70542 -0.31145
C -4.04194 0.31356 -0.82304
O -4.64051 1.02450 -1.59678
C -4.75122 -1.01028 -0.37188
C -5.79241 -1.56117 -1.26918
C -6.46562 -2.83008 -0.84306
C -6.06693 -3.46182 0.43498
C -5.04497 -2.87394 1.32700
C -4.37125 -1.63079 0.91267
C -3.29144 -0.89889 1.75047
O -3.27426 -0.95761 2.96022
H 6.46525 -0.76871 3.28422
H 6.15380 -2.46484 2.57477
H 7.59574 -1.46956 2.06996
H 5.17282 0.16547 1.65736
H 6.31968 -0.39084 0.33633
H 4.99746 -2.20998 -0.29831
H 4.28818 -2.51758 1.33743
H 2.37124 -1.46451 0.34694
H 3.20686 0.09929 0.80383
H 4.42395 0.13973 -1.50324
H 3.48621 -1.42193 -1.95423
H 2.28320 0.46515 -3.04424
H 1.32036 -0.17096 -1.64559
H 2.83895 2.51327 -2.03616
H 2.83343 1.91008 -0.30980
H 1.01694 3.46226 -0.50034
H 0.49095 2.78130 -2.14643
H 1.28515 1.11002 1.32484
H -0.49288 -0.32884 2.56157
H -3.45061 4.91334 -2.10087
H -3.27918 3.27815 0.13464
H -6.06291 -1.02872 -2.21795
H -7.24823 -3.24938 -1.52144
H -6.53168 -4.42499 0.77649
H -4.79092 -3.37465 2.29483
Zn 1.14433 0.64513 3.43718
```

Results
Orbital gap in eV: 2.8
Total charge: +2
Lowest unoccupied orbital energy in eV: -12.028
Energy in eV: -82529.310
HOMO energy in eV: -14.844

***

Density functional theory data (the ωB97M-V functional and the def2-TZVPD basis) for a structure of composition C30H38N5O4TeV at a distorted geometry.

The geometry in XYZ format:
```
79
Properties=species:S:1:pos:R:3
V -0.16633 -0.01824 0.08986
C 3.73178 1.49636 1.66289
C 3.00623 1.66204 0.34018
C 3.29393 3.00214 -0.32153
O 3.32275 0.57986 -0.54661
C 1.50280 1.48573 0.51013
O 0.99180 0.93544 1.52403
O 0.71885 1.74086 -0.47474
H 4.80417 1.61367 1.49515
H 3.54263 0.51220 2.08462
H 3.42080 2.24652 2.39010
H 4.36599 3.08880 -0.51135
H 3.00667 3.83363 0.32298
H 2.75186 3.08062 -1.26103
H 4.23803 0.68693 -0.82836
N -0.19657 -2.38559 -3.37196
C -0.45383 -1.24531 -4.10728
C -0.56538 -0.23378 -3.20672
N -0.39722 -0.74027 -1.93921
C -0.17087 -2.02858 -2.07510
C 0.19802 -2.78002 -0.88260
N 0.58290 -2.10448 0.18067
C 0.84485 -3.04158 1.14918
C 0.62093 -4.28630 0.65030
N 0.21170 -4.10570 -0.65517
H -0.00880 -3.29699 -3.75131
H -0.51936 -1.26545 -5.18006
H -0.75552 0.81149 -3.37700
H 1.18674 -2.76542 2.13144
H 0.71311 -5.26256 1.09074
H -0.12247 -4.82826 -1.26862
C -2.08977 -2.15564 2.77011
C -2.22658 -1.81890 1.30741
O -2.95949 -2.54813 0.58014
N -1.68072 -0.70835 0.84019
Te -3.88043 -0.38474 -0.87803
C -5.68071 -0.92780 -1.81086
C -5.77813 -2.19691 -2.38562
C -4.69087 -3.23767 -2.35303
C -6.97908 -2.55366 -2.99745
C -8.06228 -1.69193 -3.04543
C -9.34452 -2.09802 -3.71212
C -7.92604 -0.42954 -2.47371
C -6.75309 -0.02192 -1.85684
C -6.70086 1.36005 -1.26368
C -4.71310 0.16609 0.95826
C -5.64055 -0.66108 1.60051
C -6.14133 -1.98123 1.08096
C -6.14995 -0.21869 2.82232
C -5.77306 0.98336 3.39789
C -6.35737 1.43752 4.70423
C -4.84175 1.77194 2.72919
C -4.29573 1.38688 1.51515
C -3.27195 2.28019 0.87267
H -2.03744 -3.23606 2.89705
H -2.99308 -1.80226 3.27426
H -1.23386 -1.66788 3.23104
H -3.74599 -2.89880 -1.92621
H -4.49592 -3.60719 -3.36125
H -5.00394 -4.08947 -1.74548
H -7.06752 -3.54015 -3.44010
H -9.32715 -3.14995 -3.99216
H -9.51826 -1.51338 -4.61721
H -10.19891 -1.93498 -3.05420
H -8.75807 0.26538 -2.51501
H -7.43203 2.00097 -1.75424
H -5.72628 1.83923 -1.38036
H -6.92243 1.34485 -0.19464
H -5.36578 -2.54944 0.57166
H -6.98073 -1.84131 0.39661
H -6.48990 -2.58658 1.91680
H -6.86564 -0.85042 3.33678
H -6.86165 0.62174 5.21967
H -7.08787 2.23247 4.54208
H -5.58486 1.83419 5.36316
H -4.52577 2.71171 3.16828
H -3.26745 3.25843 1.35063
H -3.45750 2.44357 -0.19109
H -2.27142 1.85638 0.97824
```

Results
Expectation value of S²: 3.834
Orbital gap (spin up / spin down) in eV: 7.8 / 6.8
2S+1: 4
Total charge: +1
Lowest unoccupied orbital energy (spin up / spin down) in eV: -2.399 / -4.143
Energy in eV: -80344.653
HOMO energy (spin up / spin down) in eV: -10.210 / -10.961
ΔE to the lowest compared entry with this formula, charge and spin in kJ/mol: 0.0

***

Density functional theory data (the ωB97M-V functional and the def2-TZVPD basis) for the ion C10H16N with charge +1 at a distorted geometry.

The geometry in XYZ format:
```
27
Properties=species:S:1:pos:R:3
C 0.12282 -1.01746 2.09966
C -1.46164 -1.02855 1.85878
C -1.92355 -0.83554 0.33260
C -1.34565 0.48165 -0.39126
C -1.58421 1.80447 0.51403
C 0.15336 0.33728 -0.93664
C 0.77792 -1.07255 -1.17137
C 2.26694 -1.24994 -1.66452
C 3.07479 0.06600 -1.89328
C 2.36056 1.42337 -1.66625
N 0.98804 1.50537 -1.21324
H 0.62712 -1.87122 1.52436
H 0.40803 -1.14374 3.21314
H 0.63092 -0.03914 1.75409
H -1.82722 -2.08264 2.17467
H -2.05220 -0.29589 2.51278
H -1.76457 -1.79214 -0.30095
H -3.07439 -0.69833 0.35698
H -2.00718 0.63994 -1.33176
H -1.09831 1.71176 1.54541
H -2.71838 1.92527 0.68837
H -1.24291 2.77082 -0.00186
H 0.21474 -2.05933 -1.00267
H 2.70484 -2.30672 -1.80963
H 4.17162 0.00426 -2.22429
H 2.99002 2.36547 -1.87938
H 0.60849 2.45754 -1.08777
```

Results
Orbital gap in eV: 8.7
Total charge: +1
Lowest unoccupied orbital energy in eV: -4.823
Energy in eV: -12109.133
HOMO energy in eV: -13.488
Structure (SMILES): CCC[C@@H](C)c1cccc[nH+]1
ΔE to the lowest compared entry with this formula, charge and spin in kJ/mol: 400.8

***

The highest total charge belongs to which entry?
C22H25BO5Zn

***

Copy entry 5 word for word.
Density functional theory data (the ωB97M-V functional and the def2-TZVPD basis) for the ion C10H16N with charge +1 at a distorted geometry.

The geometry in XYZ format:
```
27
Properties=species:S:1:pos:R:3
C 0.12282 -1.01746 2.09966
C -1.46164 -1.02855 1.85878
C -1.92355 -0.83554 0.33260
C -1.34565 0.48165 -0.39126
C -1.58421 1.80447 0.51403
C 0.15336 0.33728 -0.93664
C 0.77792 -1.07255 -1.17137
C 2.26694 -1.24994 -1.66452
C 3.07479 0.06600 -1.89328
C 2.36056 1.42337 -1.66625
N 0.98804 1.50537 -1.21324
H 0.62712 -1.87122 1.52436
H 0.40803 -1.14374 3.21314
H 0.63092 -0.03914 1.75409
H -1.82722 -2.08264 2.17467
H -2.05220 -0.29589 2.51278
H -1.76457 -1.79214 -0.30095
H -3.07439 -0.69833 0.35698
H -2.00718 0.63994 -1.33176
H -1.09831 1.71176 1.54541
H -2.71838 1.92527 0.68837
H -1.24291 2.77082 -0.00186
H 0.21474 -2.05933 -1.00267
H 2.70484 -2.30672 -1.80963
H 4.17162 0.00426 -2.22429
H 2.99002 2.36547 -1.87938
H 0.60849 2.45754 -1.08777
```

Results
Orbital gap in eV: 8.7
Total charge: +1
Lowest unoccupied orbital energy in eV: -4.823
Energy in eV: -12109.133
HOMO energy in eV: -13.488
Structure (SMILES): CCC[C@@H](C)c1cccc[nH+]1
ΔE to the lowest compared entry with this formula, charge and spin in kJ/mol: 400.8

***

Among the records above, which one has the highest energy?
C10H16N

***

Which of these has the highest total charge?
C22H25BO5Zn